The following is a DFT calculation (ωB97M-V/def2-TZVPD) of a cluster of 5 separate species, C34H74N4O5 in total in a non-equilibrium geometry.

```
117
Properties=species:S:1:pos:R:3:forces:R:3:mulliken_charge:R:1
C 1.458291 -4.496562 -4.422951 -0.36 0.33 0.24 -0.8429
O 0.212163 -3.996996 -3.965672 -0.21 -0.36 0.03 -0.3122
C 0.347305 -2.906599 -3.074893 0.23 0.57 -0.36 -0.5385
C -0.198137 -1.599263 -3.643977 -0.23 -0.30 -0.12 -0.8312
C -1.537470 -1.790271 -4.386007 1.00 1.03 0.07 -0.6301
C -2.710735 -1.454998 -3.556434 0.33 0.05 0.15 0.9146
C -3.833897 -2.124701 -3.453730 -1.22 -0.97 0.27 0.4036
C -4.279878 -3.405619 -4.069032 -0.27 0.23 -0.14 -0.5794
O -3.223749 -4.252728 -4.427133 -0.35 -0.23 0.42 -0.1807
C -3.215241 -5.506749 -3.757202 0.97 -0.02 -0.26 -0.7835
C -4.751304 -1.370693 -2.529901 3.41 1.18 -3.69 -0.0569
O -5.622482 -1.706702 -1.873671 -3.70 -1.27 2.47 -0.4607
O -4.277394 -0.056558 -2.616377 -0.33 0.47 1.81 -0.3343
C -2.905255 -0.267577 -2.626411 -1.98 -2.41 -3.48 0.1991
O -2.153038 0.301997 -1.980154 2.82 2.68 2.35 -0.4483
H 1.920446 -3.753044 -5.071785 0.33 -0.03 -0.07 0.3283
H 1.285280 -5.407216 -4.980422 -0.17 -0.13 -0.16 0.2270
H 2.099896 -4.728736 -3.572111 0.22 0.02 -0.02 0.3305
H -0.179390 -3.098594 -2.141112 0.03 -0.42 0.11 0.2918
H 1.410212 -2.759672 -2.889117 0.08 0.02 0.51 0.4933
H -0.335702 -0.909089 -2.815934 0.09 0.10 0.08 0.3534
H 0.509897 -1.121577 -4.312191 0.25 -0.14 -0.20 0.4830
H -1.518553 -1.065575 -5.200885 -0.18 0.12 -0.18 0.3340
H -1.595854 -2.765846 -4.846150 -0.17 -0.19 0.15 0.3161
H -4.861200 -3.166030 -4.965513 -0.06 0.08 -0.15 0.0365
H -4.997993 -3.853939 -3.382667 0.03 -0.32 0.11 0.5128
H -3.837344 -5.534110 -2.867449 -0.35 0.05 -0.07 0.3925
H -3.451745 -6.294534 -4.469066 -0.39 -0.14 0.08 0.2437
H -2.193034 -5.685599 -3.428088 0.15 0.01 0.03 0.1693
C -4.292342 -4.949796 -7.995216 0.00 0.07 0.03 -1.2283
C -5.320497 -4.836950 -9.110529 0.16 0.09 0.08 -0.3601
N -6.656240 -5.224676 -8.699007 -0.18 -0.16 -0.06 0.0999
C -7.578717 -5.385013 -9.810686 -0.03 -0.12 -0.17 -0.7070
C -7.930034 -4.144790 -10.640535 -0.14 -0.02 -0.04 -0.9701
C -7.182522 -4.535524 -7.533919 0.09 0.07 0.28 -0.6722
C -7.283968 -3.005386 -7.586243 -0.10 0.03 0.09 -1.0037
H -4.281249 -5.955234 -7.571638 -0.06 0.01 0.02 0.3082
H -3.296651 -4.736576 -8.386292 -0.01 0.01 0.00 0.4810
H -4.483417 -4.236664 -7.191787 0.05 -0.04 0.03 0.0232
H -5.005488 -5.500096 -9.921072 -0.18 0.00 -0.05 0.4860
H -5.288482 -3.813740 -9.516230 0.05 0.01 -0.03 0.2391
H -8.503055 -5.834335 -9.436788 0.03 0.06 0.12 0.3547
H -7.152663 -6.134357 -10.485741 0.11 0.03 0.05 0.4200
H -8.616143 -3.483780 -10.112592 0.06 0.05 0.02 0.2283
H -8.431318 -4.451756 -11.561184 0.02 -0.01 0.01 0.3943
H -7.046240 -3.573961 -10.926735 0.01 0.00 0.03 0.2737
H -6.562534 -4.803058 -6.672923 0.07 -0.02 -0.07 0.3222
H -8.166019 -4.949301 -7.297008 -0.01 -0.05 -0.17 0.3485
H -6.388534 -2.544034 -8.005653 0.01 -0.03 -0.02 0.2293
H -7.408853 -2.611972 -6.574376 0.00 -0.02 0.00 0.3784
H -8.145226 -2.672493 -8.163003 0.06 0.04 -0.08 0.3288
C 1.905608 -0.915963 0.412982 0.05 0.12 -0.04 -0.9619
C 2.912321 -1.901487 0.984588 -0.14 0.14 0.14 -0.4575
N 3.971049 -2.259940 0.061339 0.05 -0.21 -0.20 0.2108
C 4.760723 -3.396919 0.503434 -0.03 -0.20 0.05 -0.7070
C 5.591491 -3.243460 1.782698 0.13 -0.08 -0.02 -0.9818
C 4.719400 -1.147796 -0.499568 -0.04 0.29 -0.12 -0.7679
C 5.429485 -0.195454 0.471606 0.11 0.03 -0.05 -0.7985
H 1.474372 -1.290926 -0.517256 0.05 0.01 -0.02 -0.0614
H 1.092489 -0.764939 1.124896 0.01 -0.01 0.01 0.4865
H 2.354806 0.060337 0.223032 -0.04 0.01 -0.01 0.2315
H 2.359933 -2.808580 1.247028 0.20 -0.12 0.00 0.4399
H 3.307699 -1.490918 1.926817 -0.07 0.00 0.05 0.2014
H 5.421008 -3.703609 -0.312900 0.00 0.13 -0.04 0.3762
H 4.074800 -4.238886 0.644470 -0.09 0.09 0.02 0.4153
H 6.480714 -2.636307 1.618843 -0.04 0.07 0.04 0.2239
H 5.935084 -4.225798 2.114839 -0.02 0.00 -0.01 0.4062
H 5.016491 -2.806923 2.599851 -0.01 0.02 -0.02 0.2514
H 4.036138 -0.554194 -1.113528 -0.08 -0.04 0.08 0.2882
H 5.449830 -1.541253 -1.211583 -0.01 -0.16 0.09 0.4685
H 4.799873 0.078965 1.319766 -0.03 0.00 -0.02 0.0759
H 5.691995 0.728302 -0.048740 -0.02 -0.01 0.00 0.3892
H 6.357634 -0.618921 0.852885 -0.04 -0.02 0.09 0.2637
C 1.311759 3.694639 1.612679 0.06 0.08 0.05 -1.5334
C 1.323307 2.713612 2.775917 -0.09 0.17 -0.04 -0.3379
N 2.656517 2.356734 3.228635 0.19 -0.37 -0.02 0.4544
C 2.670995 1.225379 4.145154 -0.13 -0.15 0.00 -0.4090
C 1.980525 1.404177 5.502376 0.09 -0.13 0.12 -1.3513
C 3.525020 3.461845 3.592768 0.06 0.32 -0.16 -1.1805
C 3.050362 4.414774 4.697022 0.14 0.06 0.10 -0.5719
H 1.899454 3.315085 0.775370 0.04 0.00 0.03 0.2938
H 0.287568 3.843218 1.268518 0.00 -0.02 0.01 0.4572
H 1.703337 4.672442 1.898063 0.01 -0.01 -0.03 0.3121
H 0.817858 1.806289 2.433204 0.11 -0.12 0.17 0.4592
H 0.709975 3.125672 3.591798 -0.09 0.01 -0.04 0.2508
H 3.706372 0.914528 4.313465 0.05 0.16 -0.04 0.4373
H 2.203521 0.374335 3.637605 -0.08 0.11 -0.11 0.0653
H 2.570516 2.019361 6.180468 -0.06 0.06 -0.01 0.2870
H 1.861500 0.430026 5.982362 -0.01 0.00 -0.02 0.4714
H 0.987011 1.842997 5.407056 0.01 0.02 -0.02 0.2637
H 3.715287 4.055259 2.694057 -0.10 -0.03 -0.03 0.4335
H 4.505902 3.063072 3.864612 -0.08 -0.16 0.04 0.4031
H 2.002079 4.695086 4.583522 0.00 -0.03 -0.02 0.2837
H 3.637764 5.335363 4.664752 -0.01 -0.01 -0.03 0.3361
H 3.188301 3.986974 5.689216 -0.10 0.00 0.02 0.1526
C 2.004575 4.746622 9.198310 0.00 0.01 -0.06 -1.0628
C 1.707567 6.159647 9.681286 -0.06 -0.15 -0.12 -0.3456
N 2.892846 6.985187 9.814498 0.12 0.11 0.18 0.0898
C 2.653515 8.226320 10.531671 -0.07 0.06 0.19 -0.7098
C 1.709882 9.255055 9.897793 0.06 0.13 0.04 -0.9594
C 3.725257 7.089121 8.629374 0.13 -0.20 -0.23 -0.7598
C 3.084900 7.632449 7.346003 0.12 0.08 -0.08 -0.8728
H 2.734978 4.258023 9.844831 0.04 0.04 -0.02 0.3339
H 1.088972 4.153605 9.211498 0.00 0.01 0.00 0.4553
H 2.383038 4.735714 8.174608 0.00 -0.02 0.01 -0.0670
H 1.235531 6.079970 10.664513 0.05 0.17 0.03 0.4562
H 0.958199 6.609724 9.011757 -0.06 -0.03 0.00 0.2430
H 3.615769 8.705440 10.733130 0.05 -0.06 -0.11 0.3525
H 2.255639 7.964753 11.517645 -0.04 -0.11 -0.05 0.4092
H 2.179196 9.778084 9.065632 -0.04 -0.04 -0.06 0.2279
H 1.444748 10.012398 10.638975 0.00 -0.02 0.01 0.3942
H 0.780968 8.804313 9.547382 0.02 -0.03 -0.01 0.2736
H 4.128485 6.096415 8.410054 -0.09 -0.03 0.04 0.3732
H 4.606129 7.690024 8.869741 -0.10 0.08 0.14 0.3506
H 2.099893 7.202535 7.158251 0.00 -0.01 0.03 0.2256
H 3.716685 7.382287 6.490665 -0.01 -0.01 0.01 0.3118
H 2.991455 8.717187 7.363457 -0.11 0.00 0.01 0.3049
```
Positions in Å, forces in eV/Å.

Computed properties:
Max |F|   5.2 eV/Å
Frontier orbital gap   8.43 eV
E_HOMO   -8.10 eV
SMILES   COCCCC1=C(COC)C(=O)OC1=O.CCN(CC)CC.CCN(CC)CC.CCN(CC)CC.CCN(CC)CC
LUMO   0.33 eV

***

The following is a DFT calculation (ωB97M-V/def2-TZVPD) of an isolated molecule of C2H4N4O in a non-equilibrium geometry.

```
11
Properties=species:S:1:pos:R:3:forces:R:3:nbo_charge:R:1
C -0.938080 -0.549374 0.232693 1.81 -2.01 0.53 -0.2830
C 0.586694 -0.072791 0.047307 -0.06 -2.60 1.01 0.2223
H -2.306422 0.274133 -1.049413 0.18 0.49 1.16 0.3581
H -1.257090 1.419836 -0.142426 -3.92 -3.02 0.24 0.3582
H -0.947599 -0.886930 1.434803 -0.30 0.57 -3.49 0.2320
H -0.845452 -1.493870 -0.569647 -1.08 2.15 2.59 0.2336
N -2.075347 0.457405 -0.039249 5.59 2.07 -1.43 -0.7880
N 1.090339 1.197160 0.192441 3.58 -2.47 -2.06 -0.2345
N 2.371387 1.029774 -0.023071 -0.20 1.05 1.93 0.1230
N 1.570631 -1.010303 -0.066190 -1.99 1.04 0.52 -0.0968
O 2.750938 -0.365037 -0.017247 -3.61 2.73 -0.98 -0.1249
```
Positions in Å, forces in eV/Å.

Computed properties:
Max |F|   6.1 eV/Å
Frontier orbital gap   10.30 eV
E_HOMO   -10.82 eV
SMILES   NCc1nnon1
Relative energy (zero: lowest compared OMol25 entry of this formula, charge and spin)   138.0 kcal/mol
LUMO   -0.52 eV

***

The following is a DFT calculation (ωB97M-V/def2-TZVPD) of an isolated molecule of C20H23N3O5.

```
51
Properties=species:S:1:pos:R:3:forces:R:3:nbo_charge:R:1
C -3.036384 -4.008847 0.919255 -0.21 0.08 -0.04 -0.2527
H -3.175544 -2.963720 1.214101 0.01 -0.03 -0.02 0.1784
O -1.713856 -4.436564 1.139621 0.31 -0.08 0.03 -0.4925
C -0.707005 -3.800448 0.482527 0.22 -0.02 0.00 0.3116
C 0.582257 -4.266385 0.745906 -0.27 -0.04 0.09 -0.2570
C 1.674912 -3.682367 0.140816 -0.10 0.07 -0.11 -0.1859
C 1.511279 -2.631170 -0.753132 0.08 -0.03 -0.13 -0.0899
C 0.226769 -2.176799 -1.018100 0.14 -0.09 0.00 -0.1295
C -0.876770 -2.746177 -0.409430 -0.28 -0.11 0.14 -0.3205
H -1.857014 -2.358842 -0.638033 -0.11 0.01 0.00 0.2227
H 0.085863 -1.362541 -1.712496 -0.01 0.11 -0.09 0.2175
C 2.691904 -1.923669 -1.369810 -0.23 -0.01 -0.10 -0.2430
N 2.874855 -0.633629 -0.726073 0.33 -0.11 0.13 -0.5872
C 2.269552 0.470179 -1.166872 0.39 0.22 0.32 0.6893
O 1.669594 0.555909 -2.226542 -0.15 0.00 -0.46 -0.6693
C 2.288320 1.662868 -0.203685 0.15 0.03 -0.06 -0.2218
N 3.193394 1.527901 0.905529 -0.69 -0.10 0.12 -0.6501
C 4.501427 1.893991 0.821489 0.13 -0.14 0.33 0.6835
O 5.033324 2.151429 -0.234279 0.14 0.13 -0.28 -0.6066
C 5.209759 1.902399 2.157889 0.15 0.10 -0.19 -0.7123
H 4.867992 2.756196 2.739715 -0.03 0.05 0.09 0.2341
H 4.993979 0.994241 2.715057 -0.03 -0.05 0.08 0.2236
H 6.280108 1.991061 1.997920 0.00 0.00 -0.02 0.2415
H 2.716318 1.508252 1.803186 0.13 0.05 -0.09 0.4312
H 2.525741 2.557893 -0.793933 -0.05 -0.21 0.03 0.2543
C 0.858554 1.777158 0.374576 0.38 0.01 -0.17 0.6865
O 0.693133 1.777996 1.579546 -0.18 0.07 0.23 -0.6299
N -0.085428 1.845380 -0.576569 -0.02 0.07 -0.40 -0.6011
C -1.478115 1.810976 -0.415386 -0.34 0.02 0.31 0.1003
C -2.105039 2.048254 0.799553 0.24 0.00 -0.06 -0.1633
C -3.485648 2.001679 0.896872 -0.41 -0.04 -0.11 -0.3100
C -4.261172 1.718086 -0.221075 0.16 -0.01 -0.04 0.2874
C -3.626674 1.481422 -1.442895 -0.18 0.04 0.17 -0.2440
C -2.254762 1.528939 -1.538754 0.03 0.02 0.16 -0.2112
H -1.771968 1.344118 -2.487276 0.04 -0.03 -0.13 0.2160
H -4.237167 1.263072 -2.304435 -0.06 -0.02 -0.12 0.2265
O -5.621911 1.645879 -0.234901 0.15 -0.05 -0.26 -0.4932
C -6.320407 1.905627 0.958211 -0.09 0.03 0.17 -0.2516
H -6.128531 2.919432 1.323996 0.01 -0.04 0.00 0.1765
H -7.375761 1.807352 0.708850 0.06 0.02 0.07 0.2006
H -6.065548 1.182802 1.740206 0.00 0.04 -0.02 0.1743
H -3.940686 2.191513 1.855839 -0.07 0.01 0.07 0.2199
H -1.514161 2.263408 1.673848 0.03 0.01 0.03 0.2400
H 0.242158 1.687016 -1.530202 0.11 0.02 0.28 0.4405
H 3.282331 -0.613986 0.197123 -0.08 0.13 -0.07 0.4131
H 2.508607 -1.724147 -2.428317 0.13 -0.09 0.10 0.2369
H 3.607673 -2.506696 -1.258829 -0.06 0.04 -0.06 0.2082
H 2.666183 -4.051857 0.361154 0.12 -0.05 0.03 0.2079
H 0.698858 -5.086406 1.436589 0.01 -0.10 0.09 0.2236
H -3.659418 -4.646058 1.544891 0.00 0.07 -0.06 0.2001
H -3.329656 -4.132855 -0.128103 0.01 0.02 0.03 0.1765
```
Positions in Å, forces in eV/Å.

Computed properties:
Max |F|   0.7 eV/Å
Frontier orbital gap   8.72 eV
E_HOMO   -8.12 eV
SMILES   COc1ccc(CNC(=O)[C@H](NC(C)=O)C(=O)Nc2ccc(OC)cc2)cc1
Relative energy (zero: lowest compared OMol25 entry of this formula, charge and spin)   3.8 kcal/mol
LUMO   0.59 eV

***

The following is a DFT calculation (ωB97M-V/def2-TZVPD) of a cluster of 2 separate species, C5H15NOS in total in a non-equilibrium geometry.

```
23
Properties=species:S:1:pos:R:3:forces:R:3:nbo_charge:R:1
C 2.126353 1.056755 1.200636 -0.77 0.53 0.05 -0.6268
C 0.887022 0.306756 0.657155 0.50 -0.06 0.11 -0.0646
C 0.800798 -1.040413 1.333551 0.41 -1.39 -0.16 -0.4086
C -0.284423 -2.011977 0.840359 -0.01 1.10 -0.54 -0.5131
S -1.973169 -1.321590 0.800689 -0.11 -0.39 -0.08 0.1551
C -2.103691 -0.636052 -0.872567 -0.05 0.06 0.08 -0.7426
N 0.917601 0.102817 -0.791880 -0.27 -0.03 0.01 -0.8468
H 2.604642 1.631320 0.408910 0.27 -0.29 -0.13 0.2074
H 1.816027 1.826617 1.906128 0.01 -0.13 0.37 0.2131
H 2.809535 0.372142 1.699497 0.25 0.12 -0.15 0.2062
H -0.016660 0.862584 0.885612 -0.18 0.21 -0.09 0.2009
H 0.807555 -1.020119 2.423200 -0.21 0.55 0.06 0.2127
H 1.748046 -1.548959 1.086947 0.03 0.00 0.09 0.1872
H -0.001200 -2.320947 -0.174802 -0.38 -0.19 0.31 0.2195
H -0.361187 -2.857893 1.506098 0.15 -0.36 0.05 0.2229
H -1.845792 0.409224 -0.814904 0.17 0.25 -0.30 0.2236
H -1.448889 -1.144723 -1.577270 0.06 0.00 0.17 0.2279
H -3.127363 -0.722616 -1.237040 -0.09 -0.15 0.25 0.2120
H 1.762745 -0.365484 -1.096863 0.12 0.10 0.11 0.3514
H 0.861021 1.001390 -1.249566 0.09 0.01 -0.18 0.3592
H -1.293320 2.708824 -2.685178 -0.52 -0.39 -0.38 0.4793
H -2.728190 2.101468 -2.248684 0.25 -0.12 -0.66 0.4825
O -1.957460 2.610878 -2.000027 0.29 0.57 1.01 -0.9583
```
Positions in Å, forces in eV/Å.

Computed properties:
Max |F|   1.5 eV/Å
Frontier orbital gap   8.84 eV
E_HOMO   -8.12 eV
SMILES   CSCC[C@@H](C)N.O
Relative energy (zero: lowest compared OMol25 entry of this formula, charge and spin)   11.5 kcal/mol
LUMO   0.72 eV